1.
2 unconnected molecules or ions with the total composition C36H37N2O. Source: the Open Molecules 2025 dataset; level of theory: ωB97M-V/def2-TZVPD.

Geometry as XYZ:
```
76
Properties=species:S:1:pos:R:3
C 6.067 0.343 3.155
O 5.359 1.298 2.332
C 4.055 1.552 2.610
C 3.441 2.616 1.901
C 2.074 2.735 1.915
C 1.259 1.766 2.556
C -0.162 1.784 2.332
C -1.017 0.681 2.374
N -2.359 0.847 2.465
C -2.967 2.161 2.655
C -4.478 1.954 2.458
C -4.702 0.463 2.185
C -3.330 -0.223 2.264
C -0.497 -0.717 2.259
C 0.360 -1.085 1.207
C 0.863 -2.382 1.126
C 0.557 -3.319 2.120
C -0.301 -2.962 3.166
C -0.838 -1.675 3.226
C 1.902 0.857 3.436
C 3.277 0.753 3.483
H 7.103 0.434 2.830
H 5.979 0.594 4.223
H 5.703 -0.683 2.986
H 4.073 3.280 1.315
H 1.591 3.558 1.391
H -0.598 2.767 2.139
H -2.743 2.564 3.661
H -2.586 2.887 1.921
H -5.017 2.279 3.353
H -4.827 2.566 1.622
H -5.373 0.018 2.924
H -5.137 0.292 1.198
H -3.115 -0.799 1.345
H -3.306 -0.943 3.102
H 0.617 -0.338 0.452
H 1.509 -2.659 0.288
H 0.994 -4.318 2.085
H -0.555 -3.682 3.946
H -1.496 -1.395 4.055
H 1.292 0.228 4.082
H 3.764 0.013 4.121
C 0.165 -3.817 -3.069
C -0.514 -2.514 -3.090
N -1.839 -2.428 -3.353
C -2.716 -3.577 -3.514
C -2.252 -1.095 -3.368
C -1.123 -0.291 -3.069
C -1.314 1.079 -2.942
C -2.601 1.605 -3.137
C -3.709 0.783 -3.417
C -3.537 -0.604 -3.546
C 0.011 -1.198 -2.869
C 1.304 -0.886 -2.450
C 1.980 0.368 -2.655
C 1.730 1.160 -3.811
C 2.314 2.418 -3.965
C 3.162 2.928 -2.973
C 3.503 2.121 -1.878
C 2.956 0.848 -1.737
H 1.238 -3.624 -3.011
H -0.127 -4.422 -2.195
H -0.042 -4.398 -3.982
H -3.747 -3.237 -3.645
H -2.418 -4.168 -4.392
H -2.661 -4.226 -2.626
H -0.462 1.711 -2.699
H -2.755 2.682 -3.067
H -4.702 1.215 -3.538
H -4.354 -1.283 -3.778
H 1.872 -1.676 -1.949
H 1.065 0.769 -4.583
H 2.093 3.010 -4.857
H 3.577 3.934 -3.070
H 4.216 2.491 -1.134
H 3.253 0.211 -0.896
```

Output
highest occupied orbital energy = -8.4 eV
LUMO level = -4.80 eV
ΔE to the lowest compared entry with this formula, charge and spin = 34.8 kJ/mol
Kohn-Sham gap = 3.6 eV
total charge = +1

Löwdin atomic charge list, values in e, 4 entries: number 1, C, carries -0.06; number 2, O, carries -0.10; number 3, C, carries -0.28; number 4, C, carries -0.03

=====

2.
A molecular structure, C36H37NP2SZn. Source: the Open Molecules 2025 dataset; level of theory: ωB97M-V/def2-TZVPD.

Geometry as XYZ:
```
78
Properties=species:S:1:pos:R:3
Zn -6.712 -3.204 -0.879
C -5.381 -2.777 3.927
C -4.400 -1.915 3.603
C -2.922 -2.214 3.704
C -2.236 -2.779 2.436
C -2.981 -3.875 1.722
C -3.764 -4.790 2.293
C -4.010 -4.974 3.763
C -5.142 -4.170 4.446
C -5.121 -2.791 -1.868
H -6.417 -2.454 4.028
H -4.636 -0.910 3.227
H -2.730 -2.897 4.540
H -2.418 -1.258 3.915
H -2.058 -1.939 1.745
H -1.236 -3.154 2.724
H -2.856 -3.871 0.632
H -4.315 -5.498 1.661
H -3.081 -4.799 4.314
H -4.300 -6.033 3.896
H -6.095 -4.705 4.333
H -4.908 -4.178 5.529
H -5.477 -2.645 -2.894
H -4.343 -3.551 -1.847
H -4.734 -1.858 -1.462
P 1.714 3.324 -0.838
P 2.859 1.054 -2.564
C 3.093 2.362 -0.173
C 3.656 1.419 -0.980
C 2.213 5.035 -0.350
C 3.118 5.330 0.679
C 3.353 6.663 1.045
C 2.720 7.704 0.355
C 1.869 7.411 -0.717
C 1.629 6.089 -1.082
C 0.392 2.901 0.372
C -0.152 1.605 0.284
C -1.092 1.180 1.222
C -1.485 2.044 2.255
C -0.976 3.350 2.317
C -0.055 3.787 1.358
C 4.417 1.012 -3.602
C 5.059 2.243 -3.846
C 6.324 2.272 -4.435
C 6.954 1.079 -4.809
C 6.287 -0.139 -4.636
C 5.011 -0.170 -4.061
C 2.496 -0.726 -2.342
C 1.657 -1.315 -3.309
C 1.458 -2.693 -3.305
C 2.073 -3.484 -2.322
C 2.844 -2.888 -1.313
C 3.024 -1.499 -1.304
H 3.448 2.556 0.847
H 4.601 0.909 -0.736
H 3.631 4.528 1.210
H 4.024 6.887 1.875
H 2.895 8.737 0.652
H 1.385 8.221 -1.262
H 0.975 5.857 -1.922
H 0.180 0.932 -0.508
H -1.515 0.175 1.150
H -2.192 1.698 3.012
H -1.289 4.028 3.112
H 0.332 4.806 1.397
H 4.579 3.174 -3.538
H 6.825 3.228 -4.592
H 7.957 1.100 -5.233
H 6.764 -1.069 -4.939
H 4.500 -1.126 -3.937
H 1.195 -0.686 -4.068
H 0.836 -3.155 -4.074
H 1.948 -4.567 -2.338
H 3.312 -3.503 -0.540
H 3.599 -1.027 -0.507
S -9.800 -4.959 2.037
C -8.629 -4.438 1.115
N -7.748 -4.018 0.400
```

Output
highest occupied orbital energy = -7.6 eV
LUMO level = -0.20 eV
Kohn-Sham gap = 7.4 eV
total charge = 0

Löwdin atomic charge list, values in e, 4 entries: number 1, Zn, carries 0.86; number 2, C, carries -0.11; number 3, C, carries -0.11; number 4, C, carries -0.20

=====

| no. | electronic energy (eV) | maximum force (eV Å⁻¹) |
| --- | --- | --- |
| 1 | -42953.1215 | 2.34 |
| 2 | -117250.6842 | 2.83 |